No. 1
Molecular formula: C7H17NO6S
Method: DFT, the ωB97M-V functional and the def2-TZVPD basis

Results
LUMO energy   0.188 eV
Max |F|   8.30 eV/Å
Energy above the lowest of the compared OMol25 structures with the same formula, charge and spin   326.01 kJ/mol

The geometry in ORCA input format:
```
! wB97M-V def2-TZVPD RIJCOSX def2/J DEFGRID3
* xyz 0 1
C 0.998 1.169 0.166
O 0.732 2.336 1.027
C 0.372 3.527 0.240
C -1.004 3.373 -0.650
N -2.184 3.733 0.226
S -2.962 2.338 0.932
C -3.659 1.108 -0.299
O -2.059 1.536 1.929
O -4.139 2.904 1.819
H 0.009 0.501 0.171
H 1.139 1.499 -0.971
H 1.878 0.484 0.553
H 1.255 3.912 -0.462
H 0.173 4.403 1.025
H -1.103 2.361 -1.230
H -0.945 4.221 -1.488
H -2.879 4.234 -0.392
H -4.841 1.246 -0.276
H -3.220 1.186 -1.383
H -3.468 0.021 0.154
C 4.100 -3.652 -1.380
O 3.012 -3.004 -0.723
C 2.160 -3.849 -0.091
O 2.256 -5.066 -0.047
O 1.182 -3.106 0.486
C 0.205 -3.868 1.193
H 4.717 -2.882 -1.852
H 4.719 -4.194 -0.659
H 3.734 -4.326 -2.162
H 0.668 -4.420 2.017
H -0.317 -4.551 0.514
H -0.527 -3.173 1.612
*
```

These are the Mulliken partial charges, in e, on atoms 1 to 6: number 1, C, carries -0.456; number 2, O, carries -0.323; number 3, C, carries -0.536; number 4, C, carries -0.310; number 5, N, carries -0.401; number 6, S, carries 1.102

No. 2
Molecular formula: C7H17NO9P2S2SiTa
Method: DFT, the ωB97M-V functional and the def2-TZVPD basis

Results
LUMO energy   -4.563 eV
Max |F|   2.20 eV/Å
Energy above the lowest of the compared OMol25 structures with the same formula, charge and spin   0.00 kJ/mol

The geometry in ORCA input format:
```
! wB97M-V def2-TZVPD RIJCOSX def2/J DEFGRID3
* xyz 1 1
Ta -0.646 1.132 -1.833
N 1.018 -2.803 -0.227
C 1.232 -2.132 -1.580
C 2.051 -3.016 -2.508
P -0.388 -1.690 -2.283
O -1.156 -3.066 -2.256
O -0.225 -0.977 -3.558
O -0.973 -0.749 -1.168
P 2.034 -0.475 -1.116
O 3.491 -0.482 -1.699
O 1.275 0.650 -1.896
O 1.982 -0.474 0.355
H 0.099 -3.241 -0.139
H 1.153 -2.044 0.486
H 1.728 -3.519 -0.068
H 1.581 -3.993 -2.627
H 3.069 -3.142 -2.137
H 2.106 -2.553 -3.493
H -2.026 -3.082 -2.691
H 3.649 0.039 -2.501
O -3.322 2.561 -4.266
S -2.274 2.022 -3.499
O -2.366 0.578 -3.054
O -2.023 2.601 -2.075
S -0.354 2.146 -4.106
C 0.496 2.958 3.934
Si -0.702 1.765 3.187
C -0.266 -0.010 3.547
C -2.464 2.148 3.605
C -0.539 1.859 1.325
C -0.435 1.802 0.109
H 0.498 2.857 5.021
H 0.222 3.986 3.691
H 1.510 2.782 3.573
H -0.306 -0.219 4.618
H 0.741 -0.230 3.186
H -0.977 -0.670 3.044
H -2.609 2.096 4.686
H -3.143 1.435 3.137
H -2.742 3.151 3.277
*
```

These are the Mulliken partial charges, in e, on atoms 1 to 6: number 1, Ta, carries 1.351; number 2, N, carries -0.172; number 3, C, carries 0.685; number 4, C, carries -1.719; number 5, P, carries 0.853; number 6, O, carries -0.605

No. 3
Molecular formula: C7H17NSi
Method: DFT, the ωB97M-V functional and the def2-TZVPD basis

Results
LUMO energy   0.744 eV
Max |F|   5.46 eV/Å
Energy above the lowest of the compared OMol25 structures with the same formula, charge and spin   435.41 kJ/mol

The geometry in ORCA input format:
```
! wB97M-V def2-TZVPD RIJCOSX def2/J DEFGRID3
* xyz 0 1
C -1.655 -0.201 0.597
C -2.339 -1.266 0.426
C -3.507 -1.770 1.246
C -1.985 -2.201 -0.742
C 2.929 2.241 -0.632
C 1.989 1.027 1.488
C 1.614 1.814 0.230
N 1.573 -0.399 -1.736
Si 0.532 0.748 -1.032
H -1.847 0.547 1.401
H -2.987 -2.244 2.136
H -4.228 -1.136 1.716
H -4.062 -2.525 0.684
H -1.293 -2.971 -0.616
H -1.707 -1.471 -1.484
H -2.956 -2.528 -1.030
H 3.226 1.324 -1.061
H 2.549 2.930 -1.359
H 3.620 2.753 -0.124
H 1.097 0.453 1.837
H 2.381 1.892 2.108
H 2.872 0.390 1.282
H 0.940 2.732 0.476
H 1.155 -0.715 -2.507
H 2.096 -1.069 -1.255
H -0.006 1.645 -2.050
*
```

These are the Mulliken partial charges, in e, on atoms 1 to 6: number 1, C, carries -0.915; number 2, C, carries 0.963; number 3, C, carries -1.281; number 4, C, carries -1.124; number 5, C, carries -1.483; number 6, C, carries -1.155

No. 4
Molecular formula: C7H17O3PSi
Method: DFT, the ωB97M-V functional and the def2-TZVPD basis

Results
LUMO energy   5.456 eV
Max |F|   5.17 eV/Å
Energy above the lowest of the compared OMol25 structures with the same formula, charge and spin   117.18 kJ/mol

The geometry in ORCA input format:
```
! wB97M-V def2-TZVPD RIJCOSX def2/J DEFGRID3
* xyz -2 1
C 1.068 -3.060 0.302
C 0.296 -1.776 -0.210
C 0.090 -0.652 0.834
C 1.230 0.462 0.907
C 1.473 1.359 -0.172
Si -1.989 0.169 0.206
C -1.871 0.546 -1.739
C -2.107 1.940 0.872
P -4.303 -0.364 0.036
O -4.499 -1.432 -1.024
O -4.782 1.019 -0.370
O -4.733 -0.616 1.450
H 0.525 -3.946 0.014
H 2.058 -3.064 -0.075
H 1.103 -3.083 1.354
H -0.649 -1.970 -0.636
H 0.853 -1.411 -1.091
H 0.008 -0.970 1.880
H 2.113 -0.004 1.311
H 0.762 1.173 1.697
H 2.248 2.250 0.219
H 0.518 1.772 -0.444
H 1.896 0.775 -1.107
H -1.725 1.607 -1.553
H -0.953 0.208 -2.194
H -2.801 0.173 -1.959
H -1.752 2.818 0.389
H -3.236 1.993 0.799
H -1.913 2.028 1.993
*
```

These are the Mulliken partial charges, in e, on atoms 1 to 6: number 1, C, carries -1.384; number 2, C, carries -0.602; number 3, C, carries -0.243; number 4, C, carries -0.665; number 5, C, carries -0.649; number 6, Si, carries 0.216

No. 5
Molecular formula: C7H17O3PSi
Method: DFT, the ωB97M-V functional and the def2-TZVPD basis

Results
LUMO energy   -0.923 eV
Max |F|   4.52 eV/Å
Energy above the lowest of the compared OMol25 structures with the same formula, charge and spin   243.84 kJ/mol

The geometry in ORCA input format:
```
! wB97M-V def2-TZVPD RIJCOSX def2/J DEFGRID3
* xyz 0 1
C 2.207 -2.313 1.896
C 0.710 -2.261 2.195
C -0.032 -1.672 1.005
Si 0.592 0.423 0.738
O -0.980 0.907 0.776
C -1.721 2.069 0.987
C -2.454 1.961 2.290
P 1.581 1.670 -1.129
O 0.656 2.808 -1.225
O 1.011 0.493 -2.082
C -0.119 0.559 -2.855
C 0.164 1.227 -4.163
H 2.485 -1.140 1.613
H 2.885 -2.651 2.626
H 2.343 -2.917 1.039
H 0.400 -3.320 2.286
H 0.503 -1.504 2.971
H -1.024 -1.558 1.332
H -0.088 -2.125 0.037
H -1.272 3.067 0.874
H -2.396 2.031 -0.026
H -2.449 0.866 2.479
H -2.031 2.648 3.058
H -3.514 2.301 2.161
H -0.278 -0.479 -3.031
H -0.990 0.851 -2.358
H 0.230 2.242 -3.905
H 0.940 0.735 -4.666
H -0.733 1.113 -4.786
*
```

These are the Mulliken partial charges, in e, on atoms 1 to 6: number 1, C, carries -0.830; number 2, C, carries -0.280; number 3, C, carries -1.044; number 4, Si, carries 0.018; number 5, O, carries 0.160; number 6, C, carries -0.204

No. 6
Molecular formula: C7H17O4PS
Method: DFT, the ωB97M-V functional and the def2-TZVPD basis

Results
LUMO energy   0.578 eV
Max |F|   3.60 eV/Å
Energy above the lowest of the compared OMol25 structures with the same formula, charge and spin   135.60 kJ/mol

The geometry in ORCA input format:
```
! wB97M-V def2-TZVPD RIJCOSX def2/J DEFGRID3
* xyz 0 1
C -2.205 -0.058 -0.650
C -1.683 -2.496 2.675
C -0.320 2.838 -1.378
C 2.945 -0.289 -1.780
C -1.428 -1.191 1.967
C -0.259 2.373 0.027
C 2.500 -0.777 0.981
O 2.277 -2.638 -0.907
O 0.537 -0.824 -1.111
O -0.460 -1.280 1.005
O 0.106 1.084 0.271
P -0.628 -0.277 -0.182
S 2.107 -1.235 -0.532
H -2.450 0.585 -1.529
H -2.619 -0.995 -1.196
H -2.033 -2.319 3.736
H -2.370 -3.204 2.192
H -0.713 -3.022 2.724
H -1.209 2.384 -1.881
H -0.697 3.901 -1.309
H 0.625 2.608 -1.808
H 4.012 -0.454 -1.610
H 2.647 -0.745 -2.713
H 2.680 0.763 -1.604
H -1.045 -0.614 2.738
H -2.219 -0.588 1.545
H -1.222 2.692 0.468
H 0.604 2.954 0.496
H 2.923 0.202 1.132
H 2.446 -1.342 1.881
*
```

These are the Mulliken partial charges, in e, on atoms 1 to 6: number 1, C, carries -1.204; number 2, C, carries -1.256; number 3, C, carries -0.977; number 4, C, carries -0.948; number 5, C, carries -0.336; number 6, C, carries -0.372

No. 7
Molecular formula: C7H17OPS
Method: DFT, the ωB97M-V functional and the def2-TZVPD basis

Results
LUMO energy   0.137 eV
Max |F|   4.56 eV/Å
Energy above the lowest of the compared OMol25 structures with the same formula, charge and spin   550.14 kJ/mol

The geometry in ORCA input format:
```
! wB97M-V def2-TZVPD RIJCOSX def2/J DEFGRID3
* xyz 0 1
C -0.711 0.651 0.829
C 0.283 -2.199 -1.766
C 2.205 -2.046 1.931
C -0.195 2.139 -1.794
C -2.225 2.970 0.061
C -0.271 -1.785 -0.375
C 1.214 -0.914 1.966
O -2.280 0.723 -1.341
P 0.676 -0.307 0.344
S -1.351 1.514 -0.550
H 0.204 1.915 1.653
H -0.132 -1.420 -2.466
H 1.314 -1.941 -1.692
H 0.166 -3.207 -2.176
H 2.930 -2.182 1.153
H 2.728 -2.067 2.855
H 1.664 -3.026 1.939
H 0.015 1.211 -2.495
H -0.735 2.918 -2.241
H 0.827 2.503 -1.495
H -2.814 3.590 -0.536
H -2.836 2.629 0.822
H -1.380 3.571 0.497
H 0.045 -2.555 0.301
H -1.335 -1.570 -0.365
H 1.587 0.127 2.223
H 0.407 -1.241 2.719
*
```

These are the Mulliken partial charges, in e, on atoms 1 to 6: number 1, C, carries -0.587; number 2, C, carries -0.999; number 3, C, carries -1.269; number 4, C, carries -1.034; number 5, C, carries -1.249; number 6, C, carries -0.685

No. 8
Molecular formula: C7H18
Method: DFT, the ωB97M-V functional and the def2-TZVPD basis

Results
LUMO energy   1.097 eV
Max |F|   3.66 eV/Å
Energy above the lowest of the compared OMol25 structures with the same formula, charge and spin   122.62 kJ/mol

The geometry in ORCA input format:
```
! wB97M-V def2-TZVPD RIJCOSX def2/J DEFGRID3
* xyz 0 1
C 2.523 0.264 -1.899
C 1.056 0.348 -1.520
C 0.182 0.134 -2.835
C 0.673 -0.728 -0.488
H 2.862 1.217 -2.319
H 2.717 -0.417 -2.733
H 3.112 -0.037 -1.030
H 0.691 1.356 -1.317
H -0.244 -0.859 -2.841
H -0.611 0.881 -2.884
H 0.841 0.261 -3.695
H 1.237 -0.286 0.340
H -0.398 -0.795 -0.323
H 0.961 -1.724 -0.816
C -1.816 0.963 1.455
C -1.967 -0.173 2.449
C -0.641 -0.831 2.890
H -0.997 1.703 1.559
H -2.720 1.518 1.207
H -1.372 0.701 0.488
H -2.493 0.277 3.288
H -2.650 -0.824 1.891
H 0.196 -0.628 2.235
H -0.330 -0.428 3.859
H -0.811 -1.895 3.038
*
```

These are the Mulliken partial charges, in e, on atoms 1 to 6: number 1, C, carries -1.513; number 2, C, carries 0.951; number 3, C, carries -1.344; number 4, C, carries -1.529; number 5, H, carries 0.381; number 6, H, carries 0.343

No. 9
Molecular formula: C7H18AlGaO3
Method: DFT, the ωB97M-V functional and the def2-TZVPD basis

Results
LUMO energy   -11.995 eV
Max |F|   5.45 eV/Å

The geometry in ORCA input format:
```
! wB97M-V def2-TZVPD RIJCOSX def2/J DEFGRID3
* xyz 2 1
C 2.357 -2.567 1.162
C 2.072 -1.582 0.023
O 2.985 -0.515 -0.008
C 2.633 0.381 -1.021
C 2.029 1.733 -0.512
O 1.181 1.657 0.644
C -0.177 2.046 0.465
C -1.082 0.786 0.570
O -2.463 1.106 0.829
C -3.189 0.048 0.962
Ga -4.280 -0.209 -0.912
H 1.628 -3.375 1.046
H 3.387 -2.919 1.155
H 2.099 -2.060 2.095
H 1.949 -2.096 -0.960
H 1.059 -1.132 0.277
H 1.948 -0.057 -1.832
H 3.563 0.644 -1.545
H 1.574 2.245 -1.375
H 2.887 2.344 -0.216
H -0.362 2.665 -0.420
H -0.432 2.668 1.332
H -0.657 0.174 1.373
H -0.985 0.201 -0.402
H -2.633 -0.893 1.065
H -3.899 0.102 1.799
H -5.804 0.097 -0.535
H -3.624 0.699 -2.034
H -4.074 -1.760 -1.309
Al 0.309 -0.431 -1.719
*
```

These are the Mulliken partial charges, in e, on atoms 1 to 6: number 1, C, carries -1.307; number 2, C, carries 0.413; number 3, O, carries -0.330; number 4, C, carries 0.029; number 5, C, carries -0.619; number 6, O, carries -0.325

No. 10
Molecular formula: C7H18AlO3
Method: DFT, the ωB97M-V functional and the def2-TZVPD basis

Results
LUMO energy   2.788 eV
Max |F|   0.92 eV/Å
Energy above the lowest of the compared OMol25 structures with the same formula, charge and spin   250.23 kJ/mol

The geometry in ORCA input format:
```
! wB97M-V def2-TZVPD RIJCOSX def2/J DEFGRID3
* xyz -1 1
O 1.656 -1.382 2.798
C 1.096 -1.002 1.806
O 1.779 -1.050 0.567
C -0.272 -0.416 1.663
C -1.107 -1.153 0.593
C -2.610 -0.999 0.848
Al -3.286 -2.285 2.297
H 1.439 -1.804 0.067
H -0.774 -0.389 2.630
H -0.092 0.608 1.326
H -0.810 -0.767 -0.394
H -0.851 -2.223 0.610
H -2.838 0.048 1.080
H -3.153 -1.263 -0.069
H -4.802 -2.791 1.948
H -3.254 -1.576 3.763
H -2.282 -3.573 2.221
C 0.781 1.516 -2.889
C 1.422 2.235 -1.710
C 2.941 2.138 -1.745
O 0.911 1.742 -0.482
H 1.033 0.452 -2.859
H -0.304 1.604 -2.844
H 1.129 1.923 -3.841
H 1.129 3.288 -1.732
H 3.249 1.091 -1.680
H 3.375 2.666 -0.896
H 3.346 2.560 -2.667
H 1.150 0.805 -0.411
*
```

These are the Mulliken partial charges, in e, on atoms 1 to 6: number 1, O, carries -0.561; number 2, C, carries 0.368; number 3, O, carries -0.531; number 4, C, carries -0.485; number 5, C, carries -0.312; number 6, C, carries -1.151

No. 11
Molecular formula: C7H18AuClI2O2P2
Method: DFT, the ωB97M-V functional and the def2-TZVPD basis

Results
LUMO energy (alpha / beta)   -10.600 / -10.623 eV
Expectation value of S²   2.01
Max |F|   13.54 eV/Å
Energy above the lowest of the compared OMol25 structures with the same formula, charge and spin   155.44 kJ/mol

The geometry in ORCA input format:
```
! wB97M-V def2-TZVPD RIJCOSX def2/J DEFGRID3
* xyz 2 3
I -2.686 4.429 -1.776
I -1.356 4.524 2.170
Au 0.016 1.044 0.010
P 2.378 1.404 -0.752
C 2.345 3.254 -1.017
C 3.688 1.140 0.438
H 2.989 -0.343 -2.225
H 3.886 1.132 -2.610
H 2.215 0.962 -3.123
C 2.919 0.737 -2.321
H 3.781 0.070 0.606
H 4.635 1.529 0.085
H 3.351 3.612 -1.333
H 2.049 3.759 -0.069
H 3.469 1.615 1.394
H 1.599 3.496 -1.808
C -1.400 2.212 0.164
O -2.592 2.587 0.233
Cl 1.432 -0.851 -0.123
C -4.008 -2.386 1.286
P -2.203 -2.003 0.811
C -1.128 -2.808 2.071
C -1.877 -2.881 -0.770
O -2.213 -0.529 0.770
H -3.986 -3.529 1.304
H -4.783 -2.005 0.577
H -4.337 -1.969 2.270
H -1.455 -3.819 2.246
H -0.059 -2.841 1.838
H -1.205 -2.311 3.056
H -2.394 -2.413 -1.628
H -0.821 -2.928 -1.040
H -2.249 -3.891 -0.735
*
```

These are the Mulliken partial charges, in e, on atoms 1 to 6: number 1, I, carries 0.110; number 2, I, carries 0.172; number 3, Au, carries 0.478; number 4, P, carries 0.756; number 5, C, carries -1.036; number 6, C, carries -1.068

No. 12
Molecular formula: C7H18BiClI2OP2
Method: DFT, the ωB97M-V functional and the def2-TZVPD basis

Results
LUMO energy (alpha / beta)   -10.655 / -10.584 eV
Max |F|   3.26 eV/Å
Energy above the lowest of the compared OMol25 structures with the same formula, charge and spin   163.25 kJ/mol

The geometry in ORCA input format:
```
! wB97M-V def2-TZVPD RIJCOSX def2/J DEFGRID3
* xyz 2 1
I -1.052 -1.409 2.491
I -2.018 1.758 1.156
Bi 1.188 -0.154 -1.398
P 2.018 1.114 1.112
C 1.393 1.496 2.811
C 3.586 0.193 1.528
H 4.312 0.884 2.004
H 3.576 3.002 1.230
H 3.999 -0.261 0.601
H 2.974 2.703 -0.454
H 1.108 0.556 3.320
H 3.347 -0.600 2.266
C 2.706 2.735 0.612
H 2.211 1.983 3.373
H 1.927 3.493 0.761
H 0.537 2.191 2.722
P -1.562 -1.157 -1.648
C -3.113 -1.348 -0.723
C -2.187 -0.341 -3.213
H -0.292 -2.962 -2.749
H -2.094 -3.152 -3.013
H -1.374 -3.571 -1.427
C -1.299 -2.881 -2.289
H -1.322 -0.004 -3.827
H -2.848 -1.039 -3.776
H -3.859 -1.837 -1.363
H -3.488 -0.360 -0.424
H -2.788 0.543 -2.908
H -2.932 -1.983 0.153
Cl 2.696 -0.206 -3.283
O -3.051 0.327 3.643
C -2.298 0.287 2.714
*
```

These are the Mulliken partial charges, in e, on atoms 1 to 6: number 1, I, carries 0.053; number 2, I, carries 0.054; number 3, Bi, carries 1.266; number 4, P, carries 0.469; number 5, C, carries -0.973; number 6, C, carries -1.092